Entry 1
DFT (wB97M-V/def2-TZVPD) results for an isolated molecule of C5H13NO.

Each line ends with the natural charge from an NBO analysis.
Geometry (Å):
C (0.2102, -0.4085, -1.9017)  -0.200
N (-0.6546, -0.1486, -0.5671)  -0.659
C (0.0880, -0.3077, 0.7440)  -0.275
C (0.0684, 1.0594, 1.5411)  0.085
C (-1.3577, 1.3704, 2.1097)  -0.661
O (0.5799, 2.1311, 0.6408)  -0.736
C (0.8609, -1.9054, -2.1096)  -0.663
H (1.1219, 0.2896, -1.8953)  0.191
H (-0.3814, -0.1279, -2.7895)  0.205
H (-1.4315, -0.8388, -0.2965)  0.374
H (-0.2817, -1.1566, 1.3235)  0.198
H (1.1877, -0.7212, 0.7020)  0.186
H (0.7345, 1.2344, 2.3709)  0.181
H (-2.1037, 0.5607, 2.1060)  0.219
H (-1.1990, 2.0330, 3.0684)  0.218
H (-1.8145, 2.0416, 1.3876)  0.235
H (1.0561, 1.7179, -0.0746)  0.463
H (0.3715, -2.8654, -2.4515)  0.220
H (1.2281, -2.0185, -1.0837)  0.204
H (1.7168, -1.9394, -2.8244)  0.214

## Properties
Charge   0
SMILES   CCNC[C@H](C)O
Kohn-Sham gap   10.15 eV

Entry 2
DFT (wB97M-V/def2-TZVPD) results for an isolated molecule of C5H13NO.

Each line ends with the natural charge from an NBO analysis.
Geometry (Å):
C (0.7518, -0.2300, 0.7833)  -0.212
N (0.9109, 0.3861, -0.5140)  -0.665
C (2.1446, 0.1447, -1.1868)  0.116
O (2.1609, 0.7781, -2.4418)  -0.710
C (-0.4733, 0.3500, 1.5221)  -0.400
C (-1.8115, 0.2830, 0.7620)  -0.405
C (-1.9518, -0.8397, -0.2473)  -0.612
H (1.6520, -0.1258, 1.4023)  0.168
H (0.6323, -1.3153, 0.6535)  0.178
H (0.6285, 1.3577, -0.4870)  0.364
H (3.0448, 0.4721, -0.6475)  0.137
H (2.2704, -0.9448, -1.2870)  0.140
H (1.3532, 0.4947, -2.8840)  0.467
H (-0.5643, -0.1790, 2.4763)  0.209
H (-0.1135, 1.3743, 1.7007)  0.198
H (-2.0369, 1.2679, 0.3472)  0.198
H (-2.5944, 0.1463, 1.5007)  0.203
H (-2.9975, -0.9111, -0.5335)  0.208
H (-1.6399, -1.7688, 0.2333)  0.197
H (-1.3664, -0.7405, -1.1527)  0.219

## Properties
Charge   0
SMILES   CCCCNCO
Kohn-Sham gap   9.89 eV

Entry 3
DFT (wB97M-V/def2-TZVPD) results for an isolated molecule of C5H13NO.

Each line ends with the natural charge from an NBO analysis.
Geometry (Å):
C (-0.1234, 0.0412, 0.8927)  -0.043
C (-0.0914, -0.0394, -0.6330)  -0.254
C (0.8862, 1.0596, -1.2822)  -0.056
C (0.3290, -1.4086, -1.1742)  -0.614
C (-0.9986, -1.1621, 1.4913)  -0.617
N (-0.7184, 1.2791, 1.3758)  -0.854
O (1.0397, 2.2445, -0.5224)  -0.719
H (1.6762, 2.0460, 0.1866)  0.464
H (0.8875, -0.0527, 1.3024)  0.177
H (-1.0955, 0.1810, -1.0178)  0.193
H (-0.1572, 2.0808, 1.0726)  0.380
H (-1.6744, 1.3750, 1.0368)  0.351
H (1.8811, 0.6457, -1.4799)  0.158
H (0.4641, 1.3441, -2.2514)  0.180
H (1.2850, -1.7232, -0.7422)  0.202
H (-0.4173, -2.1753, -0.9485)  0.215
H (0.4393, -1.3800, -2.2634)  0.210
H (-1.2049, -0.9847, 2.5527)  0.223
H (-1.9602, -1.2660, 0.9777)  0.199
H (-0.4470, -2.1048, 1.4267)  0.205

## Properties
Charge   0
SMILES   C[C@H](N)[C@H](C)CO
Kohn-Sham gap   9.70 eV

Entry 4
DFT (wB97M-V/def2-TZVPD) results for a 2-piece molecular cluster, C5H13NO overall.

Each line ends with the natural charge from an NBO analysis.
Geometry (Å):
C (-2.1311, 0.2522, -1.9796)  -0.648
C (-1.6212, -0.5004, -0.8008)  -0.147
C (-0.3360, -0.8464, -0.6450)  -0.074
N (0.1427, -1.6010, 0.5155)  -0.749
H (-1.2925, 0.5072, -2.6543)  0.223
H (-2.8917, -0.2835, -2.5862)  0.233
H (-2.5713, 1.1863, -1.6882)  0.241
H (-2.3360, -0.8395, -0.0134)  0.206
H (0.4835, -0.5424, -1.3182)  0.236
H (-0.5749, -2.2242, 0.8801)  0.432
H (0.9914, -2.1077, 0.2965)  0.434
H (0.4075, -0.7956, 1.1453)  0.471
C (0.7790, 1.2908, 1.3813)  0.061
O (1.0562, 2.3714, 2.0435)  -0.825
C (2.1484, 0.6524, 0.8103)  -0.711
H (0.0094, 1.3338, 0.5276)  0.067
H (0.2545, 0.4146, 1.9921)  -0.012
H (2.2389, -0.2954, 0.2715)  0.120
H (2.7602, 0.5718, 1.6607)  0.217
H (2.4830, 1.4558, 0.1615)  0.225

## Properties
Charge   0
Kohn-Sham gap   6.13 eV

According to the calculations, the structures order from most to least stable as entry 3, entry 2, entry 1, entry 4.

Entry 1
DFT (wB97M-V/def2-TZVPD) results for C43H38Cl3F3N2O3S2SbSeSiTi as an isolated structure.

Each line ends with the Löwdin spin population.
Geometry (Å):
Ti (0.3512, 0.4200, -0.8718)  0.066
Cl (5.6018, -4.3052, 0.6360)  -0.008
C (4.3868, -3.0490, 0.5490)  -0.003
C (4.5189, -1.9316, 1.3655)  0.111
C (3.5422, -0.9472, 1.2961)  -0.002
C (2.4499, -1.0564, 0.4425)  0.074
O (1.5508, -0.0848, 0.3889)  0.025
C (2.3023, -2.2320, -0.3651)  0.028
C (1.1324, -2.4579, -1.1146)  0.300
N (0.0848, -1.6114, -1.0717)  0.104
C (-1.1819, -1.9804, -1.3866)  0.015
C (-1.6089, -3.1733, -1.9799)  0.062
C (-2.9670, -3.4119, -2.1692)  0.000
C (-3.9243, -2.5021, -1.7752)  0.061
C (-3.5386, -1.2876, -1.1746)  0.001
C (-4.4376, -0.2746, -0.7731)  0.025
C (-3.9439, 0.8811, -0.2198)  -0.002
C (-2.5710, 1.0365, -0.0409)  0.030
N (-1.6918, 0.1042, -0.3932)  -0.011
C (-2.1630, -1.0306, -0.9742)  0.002
C (3.3205, -3.2104, -0.2982)  0.087
H (5.3606, -1.8384, 2.0366)  0.008
H (3.6219, -0.0613, 1.9136)  -0.003
H (1.0521, -3.3953, -1.6586)  0.019
H (-0.8819, -3.9021, -2.3093)  0.008
H (-3.2769, -4.3379, -2.6403)  -0.002
H (-4.9781, -2.7005, -1.9300)  0.004
H (-5.5014, -0.4137, -0.9270)  0.001
H (-4.6019, 1.6819, 0.0884)  -0.001
H (-2.1694, 1.9583, 0.3529)  0.000
H (3.2337, -4.0982, -0.9113)  0.003
C (-3.1778, 1.6280, -4.2879)  0.000
C (-2.3098, 2.1347, -3.1531)  -0.002
S (-0.8818, 1.1344, -2.9451)  -0.012
C (-2.6622, 3.3101, -2.5428)  -0.006
C (-3.9043, 4.0141, -3.0581)  0.000
S (-1.8577, 4.1299, -1.2635)  -0.003
H (-2.8142, 0.6562, -4.6177)  0.000
H (-3.1499, 2.3117, -5.1447)  0.000
H (-4.2232, 1.5227, -3.9768)  0.000
H (-3.7745, 4.3290, -4.1002)  0.000
H (-4.0845, 4.8955, -2.4500)  0.000
H (-4.7863, 3.3645, -3.0098)  0.000
F (-4.8758, 5.2112, 3.2364)  0.000
C (-3.9201, 4.2512, 3.1196)  0.000
C (-2.6592, 4.6017, 2.6879)  0.000
C (-1.6897, 3.6126, 2.6011)  0.000
C (-1.9778, 2.2895, 2.9253)  0.001
C (-3.2642, 1.9744, 3.3510)  0.000
C (-4.2445, 2.9533, 3.4537)  0.000
Sb (-0.3729, 0.8056, 2.7906)  0.000
C (0.2170, 1.5081, 4.7852)  0.000
C (-0.6900, 1.6064, 5.8351)  0.000
C (-0.2924, 2.0432, 7.0909)  0.000
C (1.0310, 2.3902, 7.2779)  0.000
F (1.4316, 2.8119, 8.5083)  0.000
C (1.9584, 2.3238, 6.2603)  0.000
C (1.5381, 1.8793, 5.0119)  0.000
C (-1.5826, -0.8243, 3.6630)  0.000
C (-2.6798, -1.3535, 2.9834)  0.000
C (-3.3505, -2.4770, 3.4505)  0.000
C (-2.8905, -3.0892, 4.5978)  0.000
F (-3.5425, -4.1843, 5.0724)  0.000
C (-1.7823, -2.6277, 5.2782)  0.000
C (-1.1360, -1.4961, 4.7984)  0.000
H (-2.4429, 5.6248, 2.4135)  0.000
H (-0.6987, 3.8801, 2.2663)  0.000
H (-3.5172, 0.9536, 3.6084)  0.000
H (-5.2469, 2.7158, 3.7871)  0.000
H (-1.7266, 1.3358, 5.6738)  0.000
H (-0.9889, 2.1202, 7.9161)  0.000
H (2.9840, 2.6156, 6.4453)  0.000
H (2.2438, 1.8358, 4.1905)  0.000
H (-3.0253, -0.8838, 2.0677)  0.000
H (-4.2139, -2.8746, 2.9327)  0.000
H (-1.4317, -3.1455, 6.1617)  0.000
H (-0.2657, -1.1262, 5.3280)  0.000
C (4.2373, 0.0846, -5.1163)  0.000
Si (3.9091, -0.7884, -3.4541)  0.002
C (3.7066, -2.6553, -3.7983)  0.004
C (5.4248, -0.5637, -2.3214)  0.002
Se (1.9835, 0.1920, -2.7539)  0.001
H (5.1042, -0.3084, -5.6513)  0.000
H (4.3802, 1.1517, -4.9421)  0.000
H (3.3527, -0.0207, -5.7453)  0.000
H (4.3813, -2.9898, -4.5904)  0.000
H (2.6811, -2.8610, -4.1065)  0.001
H (3.9169, -3.2393, -2.9017)  0.001
H (6.3487, -0.7797, -2.8639)  0.000
H (5.3659, -1.2321, -1.4602)  0.000
H (5.4743, 0.4582, -1.9445)  0.000
Cl (3.6915, 2.2507, -0.2036)  0.000
C (2.2840, 3.3435, -0.2603)  0.000
Cl (1.7843, 3.6225, -1.9095)  0.000
C (1.1521, 2.7141, 0.6270)  0.001
O (1.2897, 2.9398, 1.8280)  0.002
O (0.1826, 2.0539, 0.0938)  0.001
H (2.6103, 4.2839, 0.1681)  0.000

## Properties
Charge   -2
Spin multiplicity   2
Kohn-Sham gap (spin up / spin down)   4.52 / 4.39 eV

Entry 2
DFT (wB97M-V/def2-TZVPD) results for C43H38Cl3F3N2O3S2SbSeSiTi as an isolated structure.

Each line ends with the Löwdin spin population.
Geometry (Å):
Ti (-0.4103, -0.9343, 1.2054)  0.878
Cl (6.4242, -0.7230, -1.0603)  -0.001
C (4.6896, -0.6562, -0.8436)  -0.001
C (3.8691, -0.9473, -1.9249)  0.014
C (2.5000, -0.9107, -1.7363)  0.000
C (1.9558, -0.5687, -0.4943)  0.011
O (0.6681, -0.5104, -0.3282)  0.008
C (2.8025, -0.2402, 0.6000)  0.001
C (2.2818, 0.2158, 1.8417)  0.056
N (1.0137, 0.3835, 2.1027)  -0.009
C (0.7845, 0.9162, 3.3765)  0.000
C (1.2642, 0.3360, 4.5305)  -0.002
C (0.9015, 0.8452, 5.7804)  0.000
C (0.0655, 1.9287, 5.8908)  -0.002
C (-0.3961, 2.5844, 4.7316)  0.000
C (-1.2354, 3.7231, 4.7733)  -0.001
C (-1.5894, 4.3372, 3.6078)  0.001
C (-1.0752, 3.8246, 2.3997)  -0.001
N (-0.3106, 2.7677, 2.3151)  0.001
C (-0.0023, 2.1127, 3.4614)  -0.001
C (4.1927, -0.3172, 0.3913)  0.012
H (4.2950, -1.2034, -2.8841)  0.001
H (1.8227, -1.1307, -2.5464)  0.000
H (3.0032, 0.5110, 2.6109)  0.003
H (1.8320, -0.5857, 4.4542)  0.000
H (1.2563, 0.3373, 6.6675)  0.000
H (-0.2504, 2.2989, 6.8581)  0.000
H (-1.5855, 4.0861, 5.7334)  0.000
H (-2.2427, 5.1997, 3.5933)  0.000
H (-1.3171, 4.3278, 1.4660)  0.000
H (4.8712, -0.0965, 1.2057)  0.000
C (-3.8749, -2.4569, 3.7146)  0.000
C (-3.0012, -1.4832, 2.9709)  0.003
S (-1.3167, -1.4371, 3.4369)  -0.014
C (-3.4809, -0.6932, 1.9929)  0.000
C (-4.9068, -0.7200, 1.5347)  0.000
S (-2.4366, 0.4312, 1.1258)  0.010
H (-3.2676, -3.1049, 4.3454)  0.000
H (-4.4275, -3.0928, 3.0195)  0.000
H (-4.6012, -1.9475, 4.3574)  0.000
H (-5.5787, -1.1184, 2.2959)  0.000
H (-4.9997, -1.3447, 0.6385)  0.000
H (-5.2451, 0.2879, 1.2801)  0.000
F (-3.8291, 6.4269, -5.0349)  0.000
C (-3.1789, 5.5120, -4.2647)  0.000
C (-3.9215, 4.6236, -3.5101)  0.000
C (-3.2413, 3.7053, -2.7288)  0.000
C (-1.8549, 3.6458, -2.7017)  0.000
C (-1.1542, 4.5659, -3.4642)  0.000
C (-1.7997, 5.5049, -4.2550)  0.000
Sb (-0.9317, 2.2228, -1.3399)  0.000
C (1.0056, 2.4549, -2.2098)  0.000
C (1.2980, 2.3720, -3.5673)  0.000
C (2.5921, 2.5335, -4.0375)  0.000
C (3.5922, 2.7934, -3.1185)  0.000
F (4.8607, 2.9479, -3.5707)  0.000
C (3.3467, 2.8932, -1.7656)  0.000
C (2.0456, 2.7147, -1.3257)  0.000
C (-1.6569, 0.5412, -2.4430)  0.000
C (-0.8856, -0.2195, -3.3095)  0.000
C (-1.4155, -1.3121, -3.9772)  0.000
C (-2.7352, -1.6427, -3.7433)  0.000
F (-3.2613, -2.7237, -4.3744)  0.000
C (-3.5309, -0.9316, -2.8635)  0.000
C (-2.9756, 0.1603, -2.2174)  0.000
H (-5.0017, 4.6618, -3.5357)  0.000
H (-3.8276, 3.0155, -2.1320)  0.000
H (-0.0715, 4.5683, -3.4501)  0.000
H (-1.2510, 6.2203, -4.8523)  0.000
H (0.5048, 2.1817, -4.2839)  0.000
H (2.8344, 2.4586, -5.0884)  0.000
H (4.1619, 3.0613, -1.0776)  0.000
H (1.8473, 2.7551, -0.2595)  0.000
H (0.1643, 0.0088, -3.4540)  0.000
H (-0.8089, -1.9237, -4.6316)  0.000
H (-4.5400, -1.2595, -2.6604)  0.000
H (-3.5711, 0.6736, -1.4720)  0.000
C (4.5279, -3.8134, 2.0054)  0.000
Si (2.8479, -4.2275, 1.1754)  0.000
C (3.1992, -4.1829, -0.6985)  0.000
C (2.4541, -6.0554, 1.6038)  0.000
Se (1.2354, -2.9691, 2.0683)  -0.003
H (5.2484, -4.6240, 1.8946)  0.000
H (4.3905, -3.6136, 3.0658)  0.000
H (4.9515, -2.9176, 1.5517)  0.000
H (4.0563, -4.8237, -0.9052)  0.000
H (3.4345, -3.1768, -1.0411)  0.000
H (2.3482, -4.5493, -1.2757)  0.000
H (3.3235, -6.6958, 1.4396)  0.000
H (1.6357, -6.4125, 0.9789)  0.000
H (2.1398, -6.1500, 2.6403)  0.000
Cl (0.0364, -3.3269, -2.0038)  0.000
C (-1.4154, -4.0724, -1.3433)  0.001
Cl (-1.0235, -5.6370, -0.5988)  0.000
C (-2.1791, -3.1769, -0.2927)  0.007
O (-3.3835, -3.3998, -0.1943)  0.014
O (-1.4901, -2.3200, 0.3265)  0.012
H (-2.0885, -4.2979, -2.1684)  0.000

## Properties
Charge   -2
Spin multiplicity   2
Kohn-Sham gap (spin up / spin down)   4.91 / 5.08 eV

According to the calculations, the structures order from most to least stable as entry 2, entry 1.

Entry 1
DFT (wB97M-V/def2-TZVPD) results for a 2-piece molecular cluster, C2HClF2O2 overall.

Each line ends with the natural charge from an NBO analysis.
Geometry (Å):
C (-0.9988, 0.8913, -0.3279)  0.607
C (-0.3875, -0.1125, -0.8907)  0.102
O (-1.2138, 1.6164, 0.4976)  -0.381
O (0.7277, -0.6866, 0.8903)  -0.307
F (-1.2384, -0.9989, -1.3926)  -0.297
F (1.9187, -0.7842, 1.7092)  -0.193
Cl (0.8546, 0.4004, -2.0035)  0.033
H (0.3376, -0.3259, 1.5175)  0.437

## Properties
Charge   0
SMILES   O=C=C(F)Cl.OF
Kohn-Sham gap   8.85 eV

Entry 2
DFT (wB97M-V/def2-TZVPD) results for a 2-piece molecular cluster, C2HClF2O2 overall.

Each line ends with the natural charge from an NBO analysis.
Geometry (Å):
C (-0.0934, 1.9337, 2.1281)  0.626
C (1.0937, 1.4369, 2.4078)  0.035
O (-1.1194, 2.3207, 1.8836)  -0.378
O (1.1799, -0.5626, 0.1230)  -0.308
F (2.1811, 1.5954, 1.6902)  -0.289
F (1.1155, -0.7910, -1.3031)  -0.149
Cl (1.4677, 1.0398, 4.0658)  0.007
H (1.6340, -1.2853, 0.4336)  0.455

## Properties
Charge   0
SMILES   O=C=C(F)Cl.OF
Kohn-Sham gap   8.88 eV

According to the calculations, the structures order from most to least stable as entry 2, entry 1.